109
Properties=species:S:1:pos:R:3:forces:R:3:lowdin_charge:R:1 method="wB97M-V/def2-TZVPD" homo_lumo_gap_ev=7.06 energy_ev=-126140.670 fmax_ha_per_bohr=0.0140 total_charge=0 lumo_energy_ev=0.203
K -0.6640 -1.5205 -0.2669 0.5833 -0.2375 0.3494 0.609
Cl -7.0343 0.7186 -4.2464 -0.0099 0.0086 0.0069 0.622
C -5.7700 0.3403 -3.1032 -0.0290 0.0144 -0.0105 -0.688
C -5.8942 0.7720 -1.7730 -0.0487 -0.0212 -0.0809 -0.143
C -4.9093 0.4883 -0.8768 0.0550 -0.0331 0.0396 -0.580
Cl -5.0708 1.0578 0.7566 0.0015 0.0106 0.0237 0.704
C -3.7013 -0.2462 -1.2005 -0.1764 0.0716 -0.0477 -0.439
O -2.8367 -0.4903 -0.3304 -0.3175 0.1236 -0.0325 -0.185
C -3.6202 -0.6361 -2.5871 -0.0550 0.0186 0.0698 -0.138
C -2.4594 -1.2587 -3.1746 0.0682 -0.0742 -0.2363 -0.237
O -1.3655 -1.4895 -2.6787 -0.1463 -0.0320 -0.1370 -0.108
C -4.6603 -0.3471 -3.4914 0.0303 -0.0349 -0.0053 -0.098
H -6.7669 1.3306 -1.4629 -0.0079 0.0046 0.0077 0.103
H -2.6148 -1.5406 -4.2382 -0.0064 0.0484 0.0134 0.126
H -4.5547 -0.6566 -4.5245 0.0131 -0.0088 -0.0188 0.111
C -4.1994 -5.0420 -1.5683 -0.0006 0.0360 0.0211 -0.072
N -3.6387 -5.2577 -0.2471 0.0205 0.0622 -0.0211 -0.181
C -3.7125 -6.6504 0.1741 -0.0112 -0.0326 0.0249 -0.068
C -2.4426 -4.5721 0.0132 -0.1467 -0.1032 0.1264 -0.445
N -1.7126 -3.9681 -0.8204 0.1554 0.0462 -0.1492 0.134
N -2.1778 -4.5473 1.3890 -0.1359 -0.0526 -0.0605 0.126
C -1.0311 -4.1397 2.0539 0.0758 -0.0480 0.1143 -0.530
N -1.2133 -4.2246 3.4333 0.0649 0.0382 0.0362 0.140
N 0.0135 -3.7083 1.4694 -0.0410 0.1706 -0.0550 0.114
H -5.2164 -5.4320 -1.5798 0.0077 0.0026 -0.0035 0.089
H -3.6311 -5.5492 -2.3604 0.0001 -0.0014 0.0025 0.094
H -4.2371 -3.9742 -1.7824 -0.0112 -0.0100 -0.0166 0.090
H -4.7562 -6.9648 0.1824 0.0158 -0.0072 0.0154 0.086
H -3.3062 -6.7727 1.1747 0.0001 -0.0135 -0.0057 0.075
H -3.1570 -7.3099 -0.5060 -0.0100 0.0089 0.0057 0.093
H -2.0072 -4.1229 -1.7784 -0.0177 -0.0230 0.0142 0.052
H -3.0085 -4.5941 1.9560 0.0049 -0.0081 0.0059 0.141
H -1.7048 -5.0365 3.7745 -0.0041 -0.0042 -0.0249 0.091
H -0.3871 -4.0068 3.9719 -0.0125 0.0050 0.0071 0.071
H 0.7479 -3.5225 2.1478 -0.0258 -0.0738 0.0349 0.025
C 5.0383 5.0881 1.0171 -0.0016 0.0046 -0.0031 -0.049
C 4.4432 3.7386 0.6403 -0.0175 -0.0284 0.0056 -0.425
C 5.5543 2.8490 0.0431 -0.0244 0.0277 0.0058 -0.001
C 3.8511 3.0123 1.8367 0.0111 -0.0183 -0.0226 -0.091
C 4.1579 3.2856 3.1623 0.0075 0.0145 -0.0648 -0.011
C 3.6297 2.5191 4.1919 -0.0166 -0.0160 0.0152 -0.066
C 2.7669 1.4762 3.9049 0.0516 0.0204 -0.0034 -0.078
C 2.4124 1.1900 2.5902 -0.0622 -0.0241 -0.2484 -0.279
P 1.1702 -0.0925 2.1520 0.2165 -0.0321 0.1930 1.115
C -0.3669 0.6680 2.7815 -0.0119 0.0467 -0.0580 -0.372
C -0.4753 2.0136 3.1187 0.0515 0.0018 -0.0025 -0.074
C -1.6986 2.5406 3.5095 -0.0200 0.0342 0.0063 -0.075
C -2.8212 1.7317 3.5693 -0.0214 -0.0112 0.0002 -0.093
C -2.7250 0.3909 3.2227 -0.0775 0.0200 0.0197 -0.097
C -1.5111 -0.1310 2.8214 0.1068 -0.0392 -0.0001 -0.124
C 1.5594 -1.3191 3.4665 -0.0220 -0.0263 -0.0269 -0.392
C 2.6113 -2.1969 3.1912 -0.0305 0.0828 -0.0382 -0.121
C 2.9672 -3.1865 4.0908 0.0286 -0.0422 0.0303 -0.084
C 2.2667 -3.3219 5.2839 0.0060 -0.0330 -0.0038 -0.094
C 1.2213 -2.4564 5.5685 -0.0041 -0.0148 0.0318 -0.094
C 0.8697 -1.4590 4.6659 -0.0162 0.0007 -0.0019 -0.097
C 2.9734 1.9623 1.5750 -0.0711 -0.0045 0.1216 -0.205
O 2.6185 1.6726 0.2787 0.0475 0.0180 0.0007 -0.015
C 2.5078 2.7555 -0.5719 -0.0081 0.0227 -0.0295 -0.200
C 1.5627 2.6717 -1.5896 -0.0505 -0.1668 0.0775 -0.256
C 1.3957 3.7873 -2.4032 -0.0019 0.0466 0.0136 -0.081
C 2.1605 4.9276 -2.2100 -0.0068 -0.0202 0.0086 -0.067
C 3.1325 4.9566 -1.2207 -0.0058 -0.0204 -0.0036 -0.016
C 3.3342 3.8592 -0.3935 0.0094 -0.0060 0.0230 -0.095
P 0.6481 1.0805 -1.8030 0.0907 0.2692 -0.1028 1.125
C 1.7670 0.2680 -3.0133 -0.0800 -0.0569 0.0331 -0.351
C 2.4047 0.9295 -4.0617 0.0039 0.0291 0.0303 -0.094
C 3.2195 0.2356 -4.9404 0.0380 -0.0071 -0.0467 -0.081
C 3.4134 -1.1308 -4.7832 0.0058 0.0050 -0.0140 -0.087
C 2.7963 -1.7984 -3.7380 0.0097 -0.0079 -0.0061 -0.076
C 1.9816 -1.0991 -2.8595 0.0577 0.0650 0.0401 -0.096
C -0.7592 1.6683 -2.8119 -0.0530 -0.0278 0.1029 -0.387
C -0.8818 1.5517 -4.1908 0.0262 -0.0139 -0.0163 -0.088
C -2.0302 2.0004 -4.8305 -0.0035 -0.0126 -0.0422 -0.078
C -3.0613 2.5720 -4.1012 -0.0288 0.0307 0.0110 -0.084
C -2.9509 2.6831 -2.7217 -0.0463 0.0783 -0.0490 -0.074
C -1.8130 2.2231 -2.0830 0.1152 -0.0253 0.0177 -0.098
H 5.8482 4.9583 1.7343 0.0188 0.0149 0.0104 0.082
H 4.2890 5.7517 1.4508 -0.0003 0.0201 0.0035 0.102
H 5.4676 5.5708 0.1396 0.0053 0.0115 0.0021 0.083
H 6.3517 2.7043 0.7732 0.0245 -0.0026 0.0211 0.092
H 5.9712 3.3217 -0.8470 0.0152 0.0074 -0.0232 0.094
H 5.1629 1.8718 -0.2388 0.0068 -0.0187 -0.0129 0.093
H 4.8235 4.1032 3.4019 0.0147 0.0068 -0.0011 0.107
H 3.8892 2.7442 5.2172 0.0004 -0.0054 0.0288 0.104
H 2.3439 0.8851 4.7068 0.0031 -0.0013 0.0294 0.107
H 0.3961 2.6552 3.0798 -0.0144 0.0023 0.0023 0.101
H -1.7720 3.5897 3.7657 0.0022 0.0096 -0.0006 0.104
H -3.7746 2.1477 3.8671 -0.0157 -0.0001 0.0009 0.103
H -3.6024 -0.2404 3.2350 -0.0179 -0.0073 -0.0044 0.101
H -1.4469 -1.1790 2.5456 -0.0253 -0.0354 -0.0041 0.089
H 3.1431 -2.1015 2.2505 0.0253 -0.0270 -0.0024 0.110
H 3.7840 -3.8580 3.8614 0.0116 -0.0084 -0.0063 0.105
H 2.5382 -4.0976 5.9878 0.0058 -0.0079 0.0124 0.102
H 0.6801 -2.5513 6.5015 -0.0180 0.0062 0.0079 0.105
H 0.0497 -0.7915 4.8964 -0.0206 0.0092 0.0120 0.106
H 0.6455 3.7634 -3.1834 -0.0084 0.0180 -0.0116 0.106
H 2.0080 5.7935 -2.8396 -0.0068 0.0190 -0.0219 0.104
H 3.7376 5.8444 -1.0997 0.0137 0.0072 0.0059 0.105
H 2.2685 1.9960 -4.1906 -0.0007 0.0169 0.0107 0.102
H 3.7076 0.7620 -5.7507 0.0059 0.0049 -0.0093 0.102
H 4.0506 -1.6693 -5.4724 0.0083 -0.0109 -0.0054 0.101
H 2.9489 -2.8608 -3.6017 0.0056 -0.0162 0.0029 0.104
H 1.5265 -1.6210 -2.0283 -0.0613 -0.0501 -0.0458 0.077
H -0.0889 1.0936 -4.7678 -0.0067 -0.0069 -0.0233 0.100
H -2.1214 1.8964 -5.9045 0.0064 -0.0024 -0.0125 0.103
H -3.9594 2.9080 -4.6029 -0.0191 0.0065 -0.0013 0.106
H -3.7632 3.1003 -2.1407 -0.0059 0.0068 0.0015 0.111
H -1.7437 2.2665 -1.0009 -0.0383 0.0191 0.0165 0.113